{
  "formula": "C6H8N3O",
  "method": "ωB97M-V/def2-TZVPD",
  "symbols": ["C", "N", "C", "C", "C", "C", "N", "C", "N", "O", "H", "H", "H", "H", "H", "H", "H", "H"],
  "coordinates": [[0.109263, 1.492626, -0.841267], [-0.591325, 0.637598, -0.136315], [-1.766430, 1.009443, 0.514605], [-2.507277, -0.111993, 0.638832], [-1.823038, -1.281562, 0.270378], [-0.634706, -0.752412, -0.146422], [0.526711, -1.395100, -0.457802], [1.788584, -0.961117, -0.154425], [2.092426, 0.235366, 0.284066], [3.375219, 0.410833, 0.776880], [0.792159, 1.254273, -1.639458], [-0.186245, 2.559127, -0.631386], [-2.034824, 2.014250, 0.627341], [-3.548055, -0.174857, 0.992666], [-2.388062, -2.165940, 0.304252], [0.509153, -2.356937, -0.876709], [2.559933, -1.764162, -0.196403], [3.726513, 1.350561, 0.671169]],
  "forces_ev_per_a": [[-1.16, 0.27, 1.50], [0.05, 1.23, -0.75], [-1.98, -0.66, 0.40], [-2.32, 1.97, 1.25], [1.54, 2.49, -0.77], [0.80, -3.53, -0.70], [0.81, -1.61, -1.62], [2.92, 1.10, 1.64], [-1.22, -0.35, -1.17], [1.00, -0.04, -0.21], [0.16, -0.40, 0.19], [0.61, -1.17, -0.39], [-0.18, 1.17, 0.20], [0.70, 0.47, -0.09], [0.57, -1.58, -0.10], [-0.30, 1.56, 0.78], [-0.49, 0.68, 0.00], [-1.53, -1.59, -0.13]],
  "total_charge": 1,
  "smiles": "C=[N+]1C=CC=C1N/C=N/O",
  "orbital_gap_ev": [6.28, 6.28],
  "de_lowest_kcal_mol": 116.8,
  "spin_multiplicity": 1,
  "lumo_ev": [-5.970, -5.970]
}